1.
16
Properties=species:S:1:pos:R:3:mulliken_charge:R:1 method="wB97M-V/def2-TZVPD" largest_force_ev_per_a=3.4 charge=+1 total_energy_ha=-230.1323 e_lumo_ev=-3.6046 homo_lumo_gap_ev=11.626
C -0.87 1.25 0.53 -0.529
N 0.55 -1.57 -0.04 -0.408
H -1.89 0.06 -0.91 0.305
C 1.58 -2.21 -0.46 -0.259
H -0.36 0.87 -1.58 0.323
H 0.71 -0.19 0.53 0.323
H 1.41 -3.30 -0.51 0.259
H 0.67 1.03 1.92 0.336
H -1.54 0.67 1.18 0.299
H -0.15 -2.17 0.38 0.219
C -1.23 0.92 -0.92 -0.955
H 1.23 1.49 0.50 0.362
N 0.52 0.88 0.92 -0.321
H -1.11 2.27 0.86 0.448
H 2.29 -1.80 -1.15 0.262
H -1.80 1.80 -1.24 0.336

=====

2.
46
Properties=species:S:1:pos:R:3:mulliken_charge:R:1 method="wB97M-V/def2-TZVPD" largest_force_ev_per_a=3.2 charge=+2 total_energy_ha=-2244.9801 e_lumo_ev="-10.3727 / -10.5031" homo_lumo_gap_ev="4.929 / 4.779"
H -0.24 -3.68 -0.58 0.423
H 1.46 -2.98 0.49 0.356
H 1.65 4.36 -0.78 0.442
H -0.89 1.84 1.41 0.067
C -1.27 0.11 -1.66 0.391
C 1.50 3.43 -0.22 -1.024
H -1.35 2.98 -0.96 0.444
P 0.91 2.11 -1.30 0.529
H -2.98 -1.92 -3.81 0.439
H 1.55 0.33 1.23 0.053
C 1.40 -1.54 -2.52 -1.081
H 2.46 3.09 0.20 0.394
C -0.79 2.58 -1.82 -1.197
H 1.34 1.46 -3.59 0.321
H 1.87 3.15 -3.27 0.463
C 1.92 -2.56 -0.41 -0.914
Cl -2.85 -2.03 4.52 -0.098
N 0.85 -2.08 -1.29 0.427
H -2.10 -2.41 -0.62 0.179
C -0.99 -1.65 2.59 0.333
H -2.20 -3.14 -2.24 0.535
C -1.77 -1.06 -2.22 0.476
C -1.64 -2.43 -1.61 -0.626
H -0.01 -3.66 -2.37 0.413
H 0.59 -1.11 -3.12 0.346
C -1.45 1.32 -2.35 0.976
Pb -0.23 0.27 0.58 0.638
H -3.34 0.24 -4.99 0.421
C -2.54 -1.00 -3.41 -0.875
C -2.23 1.38 -3.53 -0.985
H 1.91 -2.32 -3.11 0.413
H 2.13 -0.76 -2.26 0.381
H -2.42 2.36 -4.00 0.460
H 2.56 -1.71 -0.14 0.338
Cl -2.30 -4.10 2.48 -0.140
O -0.35 -0.78 3.20 -0.580
H -0.75 3.35 -2.60 0.590
H 0.79 3.60 0.60 0.342
H -0.82 -3.14 4.09 0.306
H 2.53 -3.32 -0.92 0.398
C -1.63 -2.77 3.46 0.273
H 2.84 1.77 -2.65 0.429
O -1.15 -1.70 1.31 -0.592
C -0.23 -3.04 -1.47 -0.700
C -2.75 0.22 -4.06 -0.864
C 1.82 2.13 -2.86 -1.317

=====

3.
10
Properties=species:S:1:pos:R:3:mulliken_charge:R:1 method="wB97M-V/def2-TZVPD" smiles="O=[N+]([O-])C(O)(F)[N+](=O)[O-]" largest_force_ev_per_a=4.2 charge=0 total_energy_ha=-624.0574 e_lumo_ev=-1.2938 homo_lumo_gap_ev=10.632
F 0.26 0.04 1.76 -0.233
C -0.09 -0.13 0.46 0.588
O -1.17 -0.97 0.51 -0.520
N 1.19 -0.73 -0.29 0.927
N -0.34 1.09 -0.30 0.944
O 0.56 1.90 -0.39 -0.507
H -2.11 -0.62 0.12 0.438
O 2.12 -0.92 0.41 -0.508
O -1.43 1.16 -0.79 -0.595
O 1.02 -0.82 -1.48 -0.533

=====

4.
91
Properties=species:S:1:pos:R:3:mulliken_spin:R:1 method="wB97M-V/def2-TZVPD" largest_force_ev_per_a=2.0 multiplicity=2 charge=+2 total_energy_ha=-4971.4361 e_lumo_ev="-5.6265 / -7.8325" homo_lumo_gap_ev="6.441 / 4.224"
F -1.15 3.21 -1.14 0.000
H -0.87 3.18 2.51 0.000
Ge 1.56 0.74 -0.80 0.005
N -0.80 3.23 3.55 0.000
C 2.83 -0.81 -0.92 0.000
C 0.50 1.17 3.35 -0.001
N -1.47 -1.75 -1.89 0.002
H -1.39 -5.81 3.47 0.003
N -1.06 -1.89 -4.72 0.000
H -1.19 -2.18 -5.69 0.000
C 4.33 2.73 1.73 0.000
C -3.33 -3.17 2.50 -0.011
H -1.49 -3.75 -3.86 0.000
C 1.38 1.55 -2.63 -0.001
F -2.86 3.34 0.38 0.000
H -0.16 -3.36 -1.78 0.000
H 1.53 3.56 -1.95 0.000
C -1.95 2.49 4.12 0.001
C 3.85 -2.71 0.16 0.000
H 3.60 -0.34 -2.87 0.000
C -1.98 -0.72 -2.79 0.001
C -4.88 -1.44 1.87 -0.005
C -3.83 -0.79 1.21 0.005
H 1.40 0.65 3.67 0.000
H 1.14 4.56 -4.17 0.000
C -0.71 -4.16 2.29 0.119
H -2.63 -0.45 -4.83 0.000
H 0.88 3.58 0.27 0.000
H -2.22 -2.36 -1.59 0.000
C 1.37 2.93 -2.80 0.001
H 1.32 3.16 3.59 0.000
N -0.66 0.37 3.69 -0.001
H 0.51 2.55 5.05 0.000
C 1.17 3.48 -4.06 0.000
C 2.43 2.10 0.38 0.001
H 2.29 -1.52 1.03 -0.007
C 1.05 1.29 -5.01 0.000
H 0.22 -3.53 -4.27 0.000
C 1.00 2.66 -5.16 0.001
H 0.85 3.09 -6.14 0.000
H -0.56 0.01 4.64 0.000
Cd -0.59 -0.34 0.25 -0.009
H 3.93 -3.37 1.02 -0.001
C -1.93 1.06 3.54 0.000
C 3.74 3.95 2.01 0.000
C 4.54 -2.08 -2.04 0.000
C 3.68 1.82 0.91 0.001
H 0.52 -1.90 -2.46 0.005
C 3.64 -1.02 -2.03 0.000
H -5.87 -1.02 1.86 0.001
C -0.67 -3.04 -3.86 0.002
H -1.86 2.48 5.21 0.000
C -1.00 -2.97 1.61 0.172
C 1.84 3.33 0.68 0.000
N -2.61 -1.28 1.16 0.012
H -2.70 0.47 4.03 0.000
C 1.22 0.74 -3.75 0.001
H -2.18 1.12 2.48 -0.001
C 2.94 -1.67 0.17 0.011
C -4.62 -2.62 2.53 0.043
O -0.14 -2.40 0.87 0.300
I -4.36 -5.55 4.19 0.058
H -3.08 -2.03 -4.14 0.000
H 0.55 1.27 2.26 0.000
H 4.16 0.88 0.67 0.000
H 0.96 0.65 -5.88 0.000
F -2.35 1.35 -0.65 -0.004
C -2.30 -1.27 -4.18 0.000
C 2.50 4.25 1.48 0.000
C 0.48 2.58 3.96 0.000
H -0.32 -1.17 -4.69 0.000
H -4.00 0.16 0.71 -0.004
H -2.88 -0.29 -2.35 0.002
C -2.35 -2.46 1.76 0.089
C -1.66 -4.87 3.01 -0.079
H 4.24 4.67 2.65 0.000
H -5.41 -3.13 3.07 0.007
H -0.82 4.22 3.82 0.000
H 2.04 5.22 1.67 0.000
H -1.24 0.08 -2.87 -0.002
C 4.64 -2.93 -0.95 0.000
C -0.38 -2.52 -2.45 -0.010
B -1.89 2.60 -0.18 -0.006
I 1.23 -4.89 2.01 0.049
H 5.17 -2.23 -2.91 0.000
F -0.97 2.25 0.90 0.005
C -2.95 -4.39 3.12 0.244
H 5.34 -3.75 -0.97 0.000
H 1.29 -0.34 -3.63 0.000
H 5.30 2.50 2.13 0.000
H -2.87 2.98 3.83 0.000

=====

5.
19
Properties=species:S:1:pos:R:3:mulliken_charge:R:1 method="wB97M-V/def2-TZVPD" largest_force_ev_per_a=8.7 charge=+1 total_energy_ha=-381.0185 e_lumo_ev=-7.1770 homo_lumo_gap_ev=5.415
C 1.50 3.64 -0.59 -0.237
N -3.10 2.19 -2.81 -0.405
N -0.15 2.08 -2.90 -0.564
H -2.29 1.28 -1.96 0.430
C 2.55 3.26 -1.83 -0.270
O 2.36 1.89 -1.86 -0.469
C -0.74 2.75 -1.70 0.780
H 0.64 1.51 -2.67 0.248
H 3.38 3.76 -1.36 0.345
H 1.78 3.14 -2.74 0.445
H 2.00 4.57 -0.35 0.395
H -2.40 2.76 -0.54 0.411
C -2.24 2.50 -1.59 -0.308
H -0.54 -22.45 14.39 -0.001
C 0.03 3.31 -0.72 -0.693
H 0.45 -22.73 15.13 0.001
H -3.99 2.07 -2.48 0.301
H 1.66 2.75 0.13 0.296
H -0.90 1.73 -3.54 0.295

=====

6.
29
Properties=species:S:1:pos:R:3:mulliken_spin:R:1 method="wB97M-V/def2-TZVPD" largest_force_ev_per_a=3.0 multiplicity=6 charge=0 total_energy_ha=-2336.5413 e_lumo_ev="0.3776 / 0.1181" homo_lumo_gap_ev="4.133 / 7.321"
H 0.61 -2.12 2.07 0.075
H -0.73 -3.57 0.08 0.010
H -1.04 3.34 -2.51 -0.005
H -0.40 2.45 2.73 0.002
H -1.17 -0.95 -3.55 0.003
C -0.73 2.29 -2.61 -0.008
H -0.49 1.27 4.05 -0.007
H 1.49 2.43 -2.59 0.007
H 2.67 -0.15 1.78 0.022
C -0.07 -1.39 2.56 -0.016
H -2.68 1.22 -2.94 0.005
H 2.33 1.59 2.05 0.007
P -0.44 -3.00 -1.22 0.151
C 2.05 0.57 2.35 0.048
H 1.46 -0.18 -3.36 -0.032
C -1.60 1.18 -2.86 0.112
H -1.72 1.26 2.77 0.002
H 0.06 -1.45 3.65 -0.023
C -0.83 -0.01 -3.08 -0.045
C 0.61 0.40 -2.98 0.010
C 0.60 1.82 -2.68 0.167
H 2.25 0.44 3.42 -0.009
O 0.01 0.45 0.50 -0.157
Fe 0.17 -0.86 -1.08 4.429
P 0.31 0.30 1.96 0.063
H -1.11 -1.63 2.29 0.031
H 0.64 -3.80 -1.77 -0.009
C -0.66 1.41 2.98 0.037
H -1.60 -3.28 -2.04 0.130

=====

7.
10
Properties=species:S:1:pos:R:3:mulliken_charge:R:1 method="wB97M-V/def2-TZVPD" smiles="O=C([O-])[C@H](O)SS" largest_force_ev_per_a=4.2 charge=-1 total_energy_ha=-1100.1633 e_lumo_ev=3.0099 homo_lumo_gap_ev=7.576
H 0.61 0.30 1.09 0.259
H 1.71 -0.99 -0.75 0.396
O 2.96 0.16 -0.49 -0.732
S -2.28 1.50 0.29 -0.273
C 2.29 1.02 0.06 0.555
S -0.48 1.59 -0.72 -0.100
C 0.72 0.49 0.07 -0.027
O 2.44 1.99 0.74 -0.621
O 0.67 -0.88 -0.52 -0.601
H -2.62 0.39 -0.41 0.144

=====

8.
8
Properties=species:S:1:pos:R:3:mulliken_charge:R:1 method="wB97M-V/def2-TZVPD" smiles=POSP largest_force_ev_per_a=5.2 charge=0 total_energy_ha=-1158.4390 e_lumo_ev=-0.8446 homo_lumo_gap_ev=8.270
H -2.27 0.14 1.42 -0.008
H -2.67 1.46 0.33 -0.008
S 0.53 0.71 -0.18 0.025
O -1.17 -0.15 -0.58 -0.202
P -2.53 0.11 0.09 0.029
H 2.41 -1.11 -0.05 0.098
H 2.29 0.20 -1.89 0.072
P 1.59 -0.71 -1.23 -0.006